1.
Below is C42H34Br2F7N12OSbSr as an isolated structure, with properties calculated with the ωB97M-V functional and the def2-TZVPD basis.

Values from the calculation:
- net charge = -2
- relative energy (zero: lowest compared OMol25 entry of this formula, charge and spin) (eV) = 1.713
- calculated total energy (Eh) = -8471.3900
- LUMO (Eh) = 0.132
- frontier orbital gap (eV) = 5.94

Geometry as XYZ:
```
100
C42H34Br2F7N12OSbSr | OMol25 | the ωB97M-V functional and the def2-TZVPD basis
Sr 1.843 -0.661 0.094
C -3.964 0.112 -1.079
C -3.355 -0.737 0.042
N -2.942 0.058 1.198
C -4.059 0.741 1.842
C -5.128 -0.142 2.493
C -2.192 -0.755 2.157
C -0.732 -1.045 1.787
N -0.391 -1.780 0.594
C -0.745 -3.050 0.410
C -0.317 -3.677 -0.794
F 0.477 -2.953 -1.623
C -0.635 -4.961 -1.142
F -0.195 -5.445 -2.324
C -1.401 -5.776 -0.320
C -1.791 -5.214 0.878
F -2.518 -5.960 1.745
C -1.474 -3.924 1.247
F -1.863 -3.514 2.486
H -5.055 0.060 -1.094
H -3.678 1.159 -0.963
H -3.612 -0.214 -2.060
H -4.070 -1.520 0.343
H -2.468 -1.263 -0.309
H -3.640 1.406 2.603
H -4.538 1.386 1.100
H -4.711 -0.751 3.295
H -5.914 0.485 2.920
H -5.596 -0.814 1.771
H -2.149 -0.194 3.097
H -2.723 -1.694 2.367
H -0.277 -0.049 1.661
H -0.257 -1.471 2.684
H -1.651 -6.790 -0.587
C -1.124 3.052 2.211
C -0.267 2.490 3.315
C -0.546 2.765 4.670
C 0.267 2.246 5.636
C 1.371 1.442 5.279
C 2.277 0.874 6.201
Br 2.071 1.169 8.075
C 3.320 0.103 5.765
C 3.507 -0.141 4.406
Br 4.964 -1.221 3.872
C 2.663 0.360 3.398
O 2.837 0.117 2.168
C 1.569 1.199 3.893
N 0.746 1.736 2.963
H -1.973 3.606 2.613
H -1.502 2.244 1.579
H -0.539 3.729 1.584
H -1.397 3.381 4.932
H 0.077 2.442 6.683
H 4.011 -0.330 6.475
N 4.051 -3.335 -1.493
C 4.384 -2.042 -1.833
N 5.107 -1.765 -2.915
N 5.151 -0.417 -2.945
N 4.501 0.077 -1.947
N 3.990 -0.937 -1.199
C 3.442 -3.760 -0.317
N 3.457 -5.034 0.042
N 2.711 -5.061 1.167
N 2.286 -3.878 1.452
N 2.741 -3.002 0.522
H 4.572 -4.048 -1.972
F -2.715 5.729 -4.828
C -2.238 4.659 -4.142
C -1.991 3.487 -4.824
C -1.495 2.399 -4.114
C -1.256 2.484 -2.746
C -1.528 3.687 -2.095
C -2.017 4.787 -2.786
Sb -0.488 0.871 -1.546
C 1.405 1.918 -1.322
C 1.689 2.472 -0.073
C 2.575 3.536 0.060
C 3.165 4.039 -1.075
F 4.016 5.084 -0.962
C 2.922 3.519 -2.334
C 2.031 2.470 -2.446
C 0.146 -0.373 -3.163
C 1.493 -0.603 -3.440
C 1.887 -1.563 -4.365
C 0.904 -2.273 -5.020
F 1.261 -3.202 -5.934
C -0.443 -2.076 -4.781
C -0.813 -1.130 -3.838
H -2.174 3.437 -5.889
H -1.274 1.482 -4.647
H -1.346 3.780 -1.029
H -2.220 5.729 -2.294
H 1.256 2.074 0.842
H 2.817 3.944 1.033
H 3.428 3.934 -3.195
H 1.823 2.069 -3.431
H 2.280 -0.042 -2.948
H 2.936 -1.758 -4.550
H -1.174 -2.680 -5.302
H -1.868 -1.007 -3.613
```

Mulliken atomic charge list, values in e, 8 entries: number 1, Sr, carries 1.524; number 2, C, carries -1.597; number 3, C, carries 0.119; number 4, N, carries 1.217; number 5, C, carries -0.813; number 6, C, carries -1.360; number 7, C, carries -1.707; number 8, C, carries 0.987

2.
Below is C42H34Cl2GeN6NiO3S2Si as an isolated structure, with properties calculated with the ωB97M-V functional and the def2-TZVPD basis.

Values from the calculation:
- net charge = -2
- spin multiplicity = 3
- relative energy (zero: lowest compared OMol25 entry of this formula, charge and spin) (eV) = 0.000
- calculated total energy (Eh) = -7766.7980
- expectation value of S² = 2.059
- LUMO (spin up / spin down) (Eh) = 0.148 / 0.144
- frontier orbital gap (spin up / spin down) (eV) = 5.75 / 6.37

Geometry as XYZ:
```
92
C42H34Cl2GeN6NiO3S2Si | OMol25 | the ωB97M-V functional and the def2-TZVPD basis
Ni -1.553 -0.219 -0.634
S -3.805 -0.271 -0.504
C -4.091 -2.000 -0.432
C -5.462 -2.388 -0.352
N -6.572 -2.699 -0.296
C -3.100 -2.946 -0.418
S -1.426 -2.598 -0.411
C -3.478 -4.332 -0.336
N -3.761 -5.446 -0.273
C -1.017 1.534 1.828
Si -2.570 0.503 1.482
C -4.082 1.313 2.286
C -2.463 -0.953 2.744
C -1.681 -0.759 3.888
C -1.733 -1.624 4.975
C -2.561 -2.734 4.947
C -3.348 -2.953 3.826
C -3.305 -2.069 2.758
H -1.252 2.248 2.622
H -0.682 2.086 0.954
H -0.192 0.892 2.139
H -3.872 1.431 3.353
H -4.942 0.650 2.187
H -4.326 2.279 1.851
H -1.016 0.093 3.947
H -1.113 -1.430 5.844
H -2.590 -3.421 5.784
H -4.006 -3.812 3.778
H -3.963 -2.253 1.923
N 0.014 -1.605 -4.745
C -0.133 -1.086 -3.471
O -1.234 -0.707 -3.077
C 1.067 -0.998 -2.666
C 2.288 -1.550 -3.080
N 3.268 -2.050 -3.445
C 0.885 -0.498 -1.371
N 0.627 -0.090 -0.312
H -0.856 -1.921 -5.142
H 0.818 -2.186 -4.921
Cl 0.620 2.855 -5.439
C 1.940 2.769 -4.318
C 3.191 2.420 -4.795
C 4.261 2.367 -3.919
C 4.068 2.623 -2.572
C 2.801 2.937 -2.107
Cl 2.579 3.117 -0.401
C 1.705 3.061 -2.972
N 0.419 3.419 -2.552
C 0.102 4.641 -1.986
C 1.030 5.680 -1.874
C 0.682 6.884 -1.283
C -0.601 7.085 -0.798
C -1.540 6.073 -0.964
C -1.227 4.866 -1.570
C -2.330 3.885 -1.874
C -2.308 2.581 -1.073
O -3.101 2.457 -0.128
O -1.479 1.705 -1.453
H 3.313 2.194 -5.845
H 5.243 2.094 -4.281
H 4.881 2.541 -1.865
H -0.238 2.642 -2.370
H 2.037 5.537 -2.240
H 1.430 7.663 -1.194
H -0.876 8.015 -0.319
H -2.561 6.225 -0.633
H -2.294 3.617 -2.935
H -3.285 4.370 -1.676
Ge 0.556 -2.828 1.905
C 1.454 -4.256 0.890
C 1.513 -5.554 1.398
C 2.133 -6.576 0.690
C 2.709 -6.316 -0.545
C 2.651 -5.033 -1.072
C 2.018 -4.023 -0.363
C 1.976 -1.576 2.485
C 2.986 -1.158 1.617
C 3.945 -0.240 2.017
C 3.916 0.288 3.301
C 2.920 -0.116 4.180
C 1.962 -1.033 3.771
H 0.064 -3.514 3.215
H 1.071 -5.771 2.364
H 2.164 -7.578 1.105
H 3.192 -7.112 -1.100
H 3.090 -4.808 -2.036
H 1.962 -3.040 -0.807
H 3.028 -1.549 0.609
H 4.712 0.074 1.319
H 4.658 1.014 3.611
H 2.886 0.290 5.185
H 1.192 -1.340 4.467
```

Mulliken atomic charge list, values in e, 8 entries: number 1, Ni, carries 0.609; number 2, S, carries -0.800; number 3, C, carries 0.342; number 4, C, carries 0.112; number 5, N, carries -0.650; number 6, C, carries 0.645; number 7, S, carries -0.368; number 8, C, carries -0.146

3.
Below is C42H34ClIN4O3PS2Sn as an isolated structure, with properties calculated with the ωB97M-V functional and the def2-TZVPD basis.

Values from the calculation:
- net charge = -1
- relative energy (zero: lowest compared OMol25 entry of this formula, charge and spin) (eV) = 1.151
- calculated total energy (Eh) = -4175.7437
- LUMO (Eh) = 0.078
- frontier orbital gap (eV) = 6.80

Geometry as XYZ:
```
89
C42H34ClIN4O3PS2Sn | OMol25 | the ωB97M-V functional and the def2-TZVPD basis
Sn 11.392 12.624 10.648
O 11.737 18.113 8.413
C 11.123 17.559 9.314
O 11.506 16.506 9.974
C 9.754 18.070 9.854
C 9.727 19.403 10.148
C 8.604 20.031 10.646
C 7.499 19.246 10.928
C 7.561 17.856 10.747
C 8.715 17.268 10.160
P 8.761 15.423 9.973
C 8.205 15.065 11.697
C 6.964 14.513 11.940
C 6.543 14.173 13.247
C 7.445 14.257 14.333
C 8.721 14.757 14.038
C 9.094 15.193 12.759
C 7.356 14.955 8.873
C 7.214 13.600 8.622
C 6.503 13.127 7.532
C 5.891 14.067 6.691
C 5.858 15.393 7.046
C 6.570 15.864 8.149
H 10.598 19.992 9.911
H 8.597 21.089 10.759
H 6.532 19.676 11.278
H 6.747 17.212 11.095
H 6.253 14.475 11.140
H 5.502 13.830 13.452
H 7.176 13.928 15.341
H 9.486 14.727 14.784
H 10.108 15.493 12.556
H 7.779 12.990 9.336
H 6.516 12.089 7.233
H 5.419 13.650 5.809
H 5.393 16.082 6.370
H 6.675 16.903 8.352
Cl 12.621 7.048 15.285
C 12.456 8.664 14.647
C 12.274 9.742 15.478
C 12.090 11.045 14.978
I 12.003 12.624 16.282
C 12.047 11.283 13.595
O 11.839 12.424 13.079
C 12.190 10.148 12.745
N 12.122 10.381 11.390
C 12.434 9.408 10.578
C 12.797 8.132 10.964
C 12.723 7.835 12.292
C 12.501 8.865 13.246
H 12.098 9.560 16.541
H 12.401 9.656 9.520
H 13.180 7.336 10.277
H 12.954 6.816 12.647
C 8.807 11.002 12.491
C 8.421 10.697 11.081
C 7.189 10.065 10.853
C 6.888 9.724 9.525
C 7.757 10.025 8.470
C 7.523 9.752 7.069
C 8.423 10.185 6.119
C 9.622 10.862 6.502
C 9.986 10.996 7.819
S 11.543 11.481 8.221
C 9.038 10.588 8.803
N 9.261 10.918 10.101
H 7.925 10.959 13.178
H 9.327 11.906 12.699
H 9.517 10.250 12.839
H 6.544 9.854 11.674
H 5.927 9.269 9.338
H 6.563 9.295 6.831
H 8.169 10.042 5.111
H 10.310 11.203 5.741
S 14.013 13.136 10.434
C 14.022 13.990 8.943
N 14.768 13.428 7.939
C 14.677 13.867 6.543
C 13.628 14.873 6.363
C 13.648 15.856 7.514
N 13.435 15.159 8.719
H 15.070 12.529 8.220
H 14.393 12.981 5.941
H 15.649 14.144 6.150
H 12.602 14.429 6.292
H 13.833 15.425 5.421
H 12.887 16.640 7.404
H 14.664 16.279 7.554
H 12.860 15.646 9.452
```

Mulliken atomic charge list, values in e, 8 entries: number 1, Sn, carries 0.960; number 2, O, carries -0.807; number 3, C, carries 0.157; number 4, O, carries -0.822; number 5, C, carries 0.133; number 6, C, carries -0.591; number 7, C, carries -0.697; number 8, C, carries -0.639